# C4H6O2

A molecular structure, C4H6O2 (wB97M-V/def2-TZVPD, the Open Molecules 2025 dataset).

Results
Energy above the lowest of the compared OMol25 structures with the same formula, charge and spin = 517.8 kJ/mol
Orbital gap = 9.359 eV
Maximum force = 0.581 eV/Å
Lowest unoccupied orbital energy = 0.3 eV
HOMO level = -9.06 eV
Molecular weight = 86.09 g/mol

CARTESIAN COORDINATES (ANGSTROEM)
O (2.3342, -1.3096, 0.4157)
C (1.2633, -0.7878, 0.6133)
C (0.4248, -0.1299, -0.4517)
C (-1.0740, -0.4137, -0.2913)
O (-1.5097, 0.8499, 0.2802)
C (0.2109, 1.3648, -0.1994)
H (0.8342, -0.7170, 1.6412)
H (0.8471, -0.3493, -1.4378)
H (-1.5911, -0.6234, -1.2330)
H (-1.3132, -1.1964, 0.4325)
H (0.6389, 1.7107, 0.7514)
H (-1.1594, 1.5688, -0.4482)

Charges in e, computed with Mulliken, in the same order as the atoms: atom 1 (O): -0.47, atom 2 (C): -0.26, atom 3 (C): 0.42, atom 4 (C): -0.56, atom 5 (O): -0.40, atom 6 (C): -0.66, atom 7 (H): 0.34, atom 8 (H): 0.36, atom 9 (H): 0.25, atom 10 (H): 0.34, atom 11 (H): 0.19, atom 12 (H): 0.45

=====

# C66H180N12O21

18 unconnected molecules or ions with the total composition C66H180N12O21 in a non-equilibrium geometry (wB97M-V/def2-TZVPD, the Open Molecules 2025 dataset).

Results
Orbital gap = 8.832 eV
Maximum force = 2.989 eV/Å
Lowest unoccupied orbital energy = 0.2 eV
HOMO level = -8.58 eV
Molecular weight = 1478.23 g/mol

CARTESIAN COORDINATES (ANGSTROEM)
C (7.3469, -3.8022, -0.7438)
C (6.2057, -3.1193, -1.4888)
O (5.0316, -3.6893, -0.9536)
H (7.3394, -4.8682, -0.9711)
H (7.3719, -3.7583, 0.3451)
H (8.3184, -3.4203, -1.0578)
H (6.3247, -3.1528, -2.5718)
H (6.2922, -2.0559, -1.2657)
H (4.2805, -3.1026, -0.8379)
C (1.0759, 1.8308, -4.7309)
C (1.0557, 3.0326, -3.8060)
O (2.1876, 2.9916, -2.9229)
H (0.5285, 2.0551, -5.6464)
H (0.7514, 0.9627, -4.1571)
H (2.1099, 1.6765, -5.0393)
H (0.1574, 3.0735, -3.1899)
H (1.0889, 3.9840, -4.3370)
H (2.0022, 3.5607, -2.1724)
C (-4.2209, 1.3122, -2.2958)
C (-3.9512, -0.1401, -2.5247)
O (-4.7806, -0.6975, -1.5277)
H (-3.5248, 1.8240, -2.9603)
H (-4.0923, 1.5810, -1.2473)
H (-5.2732, 1.5325, -2.4756)
H (-2.8998, -0.3621, -2.3425)
H (-4.2179, -0.5407, -3.5027)
H (-4.6372, -1.6466, -1.5475)
C (-1.5229, -9.3999, 1.4462)
C (-1.0316, -7.9748, 1.1900)
O (-1.9864, -7.0772, 1.7223)
H (-1.8882, -9.4905, 2.4692)
H (-0.7084, -10.0999, 1.2600)
H (-2.3461, -9.6464, 0.7756)
H (-1.0630, -7.7018, 0.1352)
H (-0.0221, -7.7605, 1.5408)
H (-1.8241, -6.9941, 2.6648)
C (0.1276, 1.4830, 3.6849)
C (1.4030, 2.1540, 3.2040)
O (1.2792, 3.5390, 3.6123)
H (-0.7745, 2.0385, 3.4285)
H (0.1518, 1.2669, 4.7530)
H (0.0278, 0.5194, 3.1851)
H (1.4047, 2.0659, 2.1175)
H (2.2993, 1.8078, 3.7187)
H (0.5669, 3.9659, 3.1307)
C (1.1119, -1.8628, 5.9833)
C (1.1649, -0.5402, 6.7432)
O (1.9277, -0.8067, 7.9145)
H (0.5043, -2.6343, 6.4562)
H (2.0623, -2.3904, 5.9028)
H (0.6237, -1.7026, 5.0220)
H (0.2425, -0.0596, 7.0691)
H (1.7332, 0.1841, 6.1597)
H (2.8154, -0.8143, 7.5490)
C (10.5139, 3.0574, -5.3223)
O (9.5173, 3.6228, -4.5713)
C (9.5687, 3.3743, -3.1843)
C (8.2454, 3.9831, -2.6547)
N (7.0878, 3.0817, -2.8858)
C (5.8482, 3.8283, -2.5116)
C (5.4824, 4.8597, -3.5511)
O (6.2797, 6.0661, -3.4809)
C (5.6883, 7.1738, -4.2459)
H (10.3343, 3.1004, -6.3965)
H (10.5920, 2.0032, -5.0563)
H (11.4773, 3.5392, -5.1556)
H (10.5129, 3.6907, -2.7410)
H (9.5005, 2.2934, -3.0611)
H (8.0630, 4.8768, -3.2515)
H (8.3616, 4.2621, -1.6075)
H (7.1032, 2.9249, -3.8834)
H (5.9845, 4.3492, -1.5639)
H (5.0936, 3.0453, -2.4369)
H (4.4486, 5.1885, -3.4445)
H (5.4953, 4.4318, -4.5536)
H (6.4104, 7.9864, -4.1661)
H (4.7568, 7.5863, -3.8582)
H (5.4702, 6.9957, -5.2989)
C (-2.6177, -1.4749, 6.5095)
O (-3.4844, -0.5524, 5.7767)
C (-2.7319, 0.1318, 4.8001)
C (-3.6085, 0.9944, 3.8024)
N (-4.4108, 0.0606, 3.0549)
C (-5.1657, 0.6531, 1.9574)
C (-6.1333, -0.3636, 1.3344)
O (-7.1857, -0.5685, 2.2946)
C (-7.7949, -1.8390, 2.2037)
H (-1.8085, -0.9088, 6.9708)
H (-2.1595, -2.3330, 6.0179)
H (-3.1313, -1.8757, 7.3834)
H (-2.2555, -0.5218, 4.0693)
H (-1.9419, 0.7549, 5.2196)
H (-3.0384, 1.6471, 3.1412)
H (-4.1825, 1.6732, 4.4332)
H (-5.0139, -0.3056, 3.7776)
H (-4.5232, 1.0041, 1.1499)
H (-5.6965, 1.5433, 2.2948)
H (-5.5458, -1.2329, 1.0388)
H (-6.5536, 0.0505, 0.4179)
H (-8.4519, -1.9636, 3.0645)
H (-7.1708, -2.7320, 2.2394)
H (-8.4944, -1.9463, 1.3747)
C (-5.8076, 5.2118, -1.9699)
O (-5.5518, 4.8881, -0.5799)
C (-6.6878, 4.7606, 0.2469)
C (-6.2989, 4.3162, 1.6649)
N (-7.4160, 4.0781, 2.6152)
C (-7.0128, 3.7849, 3.9879)
C (-6.4245, 5.0605, 4.6441)
O (-4.9619, 5.2053, 4.5522)
C (-4.4327, 6.3921, 5.2398)
H (-4.9011, 5.7150, -2.3062)
H (-6.7025, 5.8340, -1.9824)
H (-5.8900, 4.3497, -2.6317)
H (-7.4669, 4.1419, -0.1984)
H (-7.0518, 5.7871, 0.2916)
H (-5.7493, 5.1395, 2.1212)
H (-5.6727, 3.4249, 1.6249)
H (-8.1743, 4.7452, 2.6191)
H (-6.2095, 3.0484, 3.9700)
H (-7.8870, 3.4922, 4.5694)
H (-6.7097, 5.0800, 5.6960)
H (-6.8737, 5.9630, 4.2298)
H (-4.5371, 6.1232, 6.2909)
H (-4.8590, 7.3813, 5.0729)
H (-3.3730, 6.4340, 4.9880)
C (-2.3795, 0.4850, -9.9048)
C (-2.2570, 1.6359, -8.8949)
C (-1.6054, 1.3406, -7.5550)
O (-2.2441, 0.1298, -7.0578)
C (-1.8950, -0.3703, -5.8261)
N (-1.6684, 2.7710, -9.5113)
H (-3.1994, 0.7138, -10.5857)
H (-2.5859, -0.5014, -9.4894)
H (-1.5078, 0.4663, -10.5590)
H (-3.2426, 2.0560, -8.6946)
H (-1.7265, 2.1475, -6.8322)
H (-0.5243, 1.2927, -7.6854)
H (-0.8223, -0.5469, -5.7480)
H (-2.4359, -1.2915, -5.6092)
H (-2.0997, 0.3424, -5.0272)
H (-1.6737, 3.5419, -8.8589)
H (-0.6943, 2.6233, -9.7334)
C (3.5966, -1.3609, -3.3435)
C (2.4231, -1.3207, -2.3739)
C (1.2869, -2.3238, -2.6518)
O (0.6989, -2.0534, -3.8745)
C (-0.2689, -2.9697, -4.2561)
N (2.9409, -1.5799, -1.0156)
H (3.2908, -1.0704, -4.3486)
H (3.8410, -2.4048, -3.5399)
H (4.4838, -0.8044, -3.0415)
H (1.9994, -0.3173, -2.3326)
H (0.4720, -2.2175, -1.9358)
H (1.5453, -3.3595, -2.4314)
H (-0.5485, -2.7007, -5.2747)
H (-1.1912, -2.8011, -3.7002)
H (-0.0131, -4.0267, -4.3297)
H (3.4932, -0.8169, -0.6510)
H (2.0936, -1.6060, -0.4665)
C (2.1194, -6.4780, -0.1367)
C (3.3561, -7.0502, 0.4895)
C (3.1514, -8.5969, 0.8115)
O (2.2023, -8.9281, 1.8902)
C (2.0311, -10.2670, 2.2325)
N (4.4810, -6.7855, -0.3158)
H (1.7507, -7.0258, -1.0039)
H (2.2697, -5.4177, -0.3401)
H (1.3126, -6.5324, 0.5943)
H (3.4746, -6.5630, 1.4573)
H (4.0775, -9.0695, 1.1388)
H (2.8368, -9.1985, -0.0413)
H (1.5747, -10.8199, 1.4114)
H (1.3975, -10.5423, 3.0756)
H (2.9999, -10.7385, 2.3975)
H (5.2785, -7.1148, 0.2091)
H (4.6349, -5.7874, -0.3330)
C (-4.8268, -4.1337, -0.3149)
C (-3.6176, -4.0071, -1.2335)
C (-2.9982, -5.3621, -1.5192)
O (-1.7775, -5.0833, -2.2643)
C (-1.0656, -6.1414, -2.7458)
N (-3.9860, -3.3043, -2.4078)
H (-5.0534, -3.1115, -0.0115)
H (-4.5186, -4.6920, 0.5690)
H (-5.5437, -4.6979, -0.9114)
H (-2.9030, -3.3709, -0.7114)
H (-3.6891, -5.9948, -2.0763)
H (-2.7049, -5.8547, -0.5921)
H (-0.0035, -6.0114, -2.9533)
H (-1.5749, -6.6458, -3.5670)
H (-0.9651, -6.8518, -1.9252)
H (-4.5143, -3.8022, -3.1100)
H (-3.1032, -3.1010, -2.8544)
C (2.7816, -1.3989, 2.8025)
C (4.2599, -1.0653, 2.6992)
C (4.6598, 0.2648, 2.0315)
O (4.0883, 0.3636, 0.7280)
C (4.4458, 1.5352, -0.0232)
N (4.8368, -1.0535, 4.0474)
H (2.3021, -1.0736, 1.8793)
H (2.3904, -0.7238, 3.5637)
H (2.5455, -2.4194, 3.1043)
H (4.6890, -1.8668, 2.0978)
H (5.7484, 0.3049, 1.9926)
H (4.2817, 1.1043, 2.6148)
H (3.8284, 1.6634, -0.9122)
H (5.4861, 1.6471, -0.3287)
H (4.2094, 2.3389, 0.6742)
H (5.8308, -0.9571, 3.8968)
H (4.7885, -1.9994, 4.3982)
C (-2.4542, 4.4649, 2.5564)
C (-1.4857, 4.2739, 1.4200)
C (-2.0091, 4.8480, 0.0730)
O (-1.0601, 4.8300, -0.9848)
C (-1.6588, 5.3323, -2.2067)
N (-0.2725, 4.9985, 1.8836)
H (-3.3051, 3.7872, 2.4856)
H (-2.8525, 5.4736, 2.4476)
H (-2.1091, 4.3545, 3.5844)
H (-1.1435, 3.2443, 1.3153)
H (-2.3704, 5.8687, 0.1986)
H (-2.8382, 4.1922, -0.1927)
H (-2.2177, 6.2614, -2.0946)
H (-2.3492, 4.5934, -2.6134)
H (-0.9554, 5.4526, -3.0307)
H (-0.5650, 5.9332, 2.1304)
H (0.1954, 5.2179, 1.0158)
C (-0.6417, -2.7953, 0.6614)
C (-1.3592, -1.6291, 1.3299)
C (-1.3670, -0.2379, 0.6231)
O (-0.0114, 0.0505, 0.3901)
C (0.1754, 1.1157, -0.4815)
N (-2.7324, -2.0940, 1.5276)
H (-0.9549, -2.9825, -0.3657)
H (-0.7474, -3.7812, 1.1141)
H (0.4096, -2.5734, 0.4780)
H (-0.9514, -1.5037, 2.3329)
H (-1.8092, 0.4156, 1.3751)
H (-1.9392, -0.3067, -0.3021)
H (-0.3159, 2.0332, -0.1575)
H (-0.3025, 0.9096, -1.4392)
H (1.2238, 1.3320, -0.6870)
H (-3.1309, -2.3349, 0.6313)
H (-3.3474, -1.4110, 1.9465)
C (1.3704, 7.2362, -0.2764)
C (2.3706, 6.2348, -0.8475)
C (3.6827, 6.1776, -0.2036)
O (4.3157, 7.4371, -0.3914)
C (5.7350, 7.3393, -0.2324)
N (1.7622, 4.8730, -0.8150)
H (1.6243, 8.2213, -0.6678)
H (1.3062, 7.2609, 0.8115)
H (0.3305, 7.1033, -0.5748)
H (2.5485, 6.5431, -1.8777)
H (4.2675, 5.4020, -0.6981)
H (3.6049, 5.8587, 0.8358)
H (6.0902, 8.2985, -0.6089)
H (6.3072, 6.5723, -0.7542)
H (5.9561, 7.1933, 0.8249)
H (0.7569, 4.9402, -0.8864)
H (1.9484, 4.3098, 0.0024)
C (0.3450, -5.0864, 3.7431)
C (-1.0113, -5.2136, 4.5004)
C (-2.1473, -4.3902, 3.7951)
O (-3.3478, -4.4428, 4.5623)
C (-4.3019, -3.6627, 3.9620)
N (-1.3811, -6.6276, 4.6023)
H (0.3823, -5.7049, 2.8463)
H (1.1318, -5.5129, 4.3654)
H (0.4895, -4.0384, 3.4806)
H (-0.8819, -4.7951, 5.4985)
H (-2.2975, -4.7105, 2.7641)
H (-1.7610, -3.3888, 3.6057)
H (-5.2066, -3.6258, 4.5688)
H (-4.6640, -3.9642, 2.9791)
H (-3.9994, -2.6186, 3.8830)
H (-2.3372, -6.7594, 4.8998)
H (-0.8259, -7.1819, 5.2384)

These are the Mulliken partial charges, in e, on atoms 1 to 99: atom 1 (C): -1.41, atom 2 (C): 0.03, atom 3 (O): -0.27, atom 4 (H): 0.31, atom 5 (H): 0.29, atom 6 (H): 0.40, atom 7 (H): 0.27, atom 8 (H): 0.12, atom 9 (H): 0.10, atom 10 (C): -0.56, atom 11 (C): 0.18, atom 12 (O): -0.22, atom 13 (H): 0.19, atom 14 (H): -0.06, atom 15 (H): 0.22, atom 16 (H): -0.23, atom 17 (H): 0.37, atom 18 (H): 0.11, atom 19 (C): -0.97, atom 20 (C): 0.43, atom 21 (O): -0.47, atom 22 (H): 0.31, atom 23 (H): -0.09, atom 24 (H): 0.35, atom 25 (H): -0.29, atom 26 (H): 0.58, atom 27 (H): 0.12, atom 28 (C): -1.40, atom 29 (C): 1.58, atom 30 (O): -0.42, atom 31 (H): 0.33, atom 32 (H): 0.29, atom 33 (H): 0.36, atom 34 (H): -0.76, atom 35 (H): -0.10, atom 36 (H): 0.09, atom 37 (C): 0.94, atom 38 (C): 0.37, atom 39 (O): -0.75, atom 40 (H): -0.78, atom 41 (H): 0.32, atom 42 (H): -0.42, atom 43 (H): -0.42, atom 44 (H): 0.20, atom 45 (H): 0.41, atom 46 (C): -0.18, atom 47 (C): -0.55, atom 48 (O): -0.62, atom 49 (H): 0.38, atom 50 (H): 0.47, atom 51 (H): -0.36, atom 52 (H): 0.16, atom 53 (H): 0.40, atom 54 (H): 0.37, atom 55 (C): -0.79, atom 56 (O): -0.23, atom 57 (C): -0.91, atom 58 (C): -0.35, atom 59 (N): -0.30, atom 60 (C): 0.09, atom 61 (C): -0.21, atom 62 (O): -0.29, atom 63 (C): -0.78, atom 64 (H): 0.22, atom 65 (H): 0.32, atom 66 (H): 0.30, atom 67 (H): 0.48, atom 68 (H): 0.37, atom 69 (H): 0.33, atom 70 (H): 0.39, atom 71 (H): 0.30, atom 72 (H): 0.23, atom 73 (H): -0.64, atom 74 (H): 0.23, atom 75 (H): 0.52, atom 76 (H): 0.30, atom 77 (H): 0.22, atom 78 (H): 0.34, atom 79 (C): -0.43, atom 80 (O): -0.52, atom 81 (C): -0.18, atom 82 (C): -0.05, atom 83 (N): 0.11, atom 84 (C): 0.04, atom 85 (C): 0.62, atom 86 (O): -0.38, atom 87 (C): -0.81, atom 88 (H): 0.20, atom 89 (H): -0.02, atom 90 (H): 0.38, atom 91 (H): -0.15, atom 92 (H): 0.91, atom 93 (H): -0.88, atom 94 (H): 0.23, atom 95 (H): 0.49, atom 96 (H): -0.14, atom 97 (H): -0.39, atom 98 (H): -1.02, atom 99 (H): 0.74